(1)
{
  "formula": "C16H25N3O5",
  "method": "ωB97M-V/def2-TZVPD",
  "species": ["C", "C", "O", "C", "C", "C", "N", "C", "C", "N", "C", "C", "O", "C", "C", "C", "N", "O", "O", "C", "C", "O", "C", "C", "H", "H", "H", "H", "H", "H", "H", "H", "H", "H", "H", "H", "H", "H", "H", "H", "H", "H", "H", "H", "H", "H", "H", "H", "H"],
  "positions_angstrom": [[-4.047, -3.605, 0.066], [-3.843, -2.105, -0.073], [-2.534, -1.820, 0.401], [-2.023, -0.575, 0.432], [-0.741, -0.508, 0.947], [-0.010, 0.681, 1.081], [1.215, 0.711, 1.638], [2.009, -0.436, 1.982], [2.608, -1.175, 0.769], [3.814, -0.526, 0.290], [3.549, 0.601, -0.591], [4.869, 1.284, -0.946], [5.766, 0.392, -1.566], [6.014, -0.708, -0.726], [4.721, -1.447, -0.378], [-0.652, 1.862, 0.624], [-0.043, 3.124, 0.635], [-0.667, 4.083, 0.205], [1.111, 3.236, 1.066], [-1.955, 1.797, 0.103], [-2.658, 0.624, -0.003], [-3.928, 0.542, -0.504], [-4.572, 1.731, -0.924], [-5.962, 1.349, -1.409], [-3.304, -4.139, -0.520], [-3.944, -3.902, 1.106], [-5.038, -3.875, -0.286], [-3.940, -1.801, -1.120], [-4.585, -1.561, 0.520], [-0.310, -1.443, 1.263], [1.652, 1.629, 1.657], [1.403, -1.138, 2.562], [2.832, -0.091, 2.609], [1.844, -1.264, -0.021], [2.878, -2.182, 1.095], [2.908, 1.321, -0.085], [3.048, 0.270, -1.519], [4.701, 2.096, -1.656], [5.320, 1.688, -0.028], [6.697, -1.364, -1.269], [6.492, -0.368, 0.205], [4.950, -2.274, 0.298], [4.278, -1.854, -1.304], [-2.381, 2.733, -0.219], [-4.001, 2.201, -1.736], [-4.641, 2.437, -0.086], [-6.523, 0.881, -0.604], [-6.490, 2.238, -1.741], [-5.890, 0.647, -2.235]],
  "atomic_forces_ev_per_a": [[0.23, 0.43, 0.03], [-0.66, -0.37, -0.20], [0.25, 0.16, 0.07], [0.27, 0.20, 0.07], [-0.14, -0.07, -0.05], [-0.16, 0.49, -0.07], [0.46, 0.50, 0.19], [-0.09, -0.51, -0.28], [-0.01, 0.17, 0.38], [0.05, -0.08, -0.05], [0.34, 0.23, -0.08], [-0.37, 0.13, 0.05], [0.03, 0.02, -0.17], [-0.07, -0.40, 0.11], [0.28, 0.18, -0.08], [-0.63, -1.18, -0.09], [0.28, 0.81, -0.07], [0.08, 0.09, 0.04], [0.04, 0.15, 0.01], [-0.05, -0.08, -0.01], [0.07, 0.11, 0.02], [0.04, -0.16, 0.03], [-0.22, 0.16, -0.11], [0.42, 0.00, 0.16], [0.04, -0.10, -0.07], [-0.02, -0.07, 0.10], [-0.11, -0.04, -0.04], [0.01, 0.00, 0.19], [0.13, -0.05, -0.12], [0.06, -0.11, 0.04], [-0.26, -0.35, 0.01], [0.06, 0.02, 0.07], [-0.07, -0.08, 0.01], [0.04, -0.08, 0.01], [-0.03, -0.01, -0.04], [-0.03, 0.01, -0.11], [-0.02, 0.04, 0.06], [-0.02, 0.00, 0.09], [-0.04, 0.01, -0.07], [-0.02, 0.01, 0.09], [-0.01, -0.06, -0.06], [0.00, -0.02, -0.04], [0.03, -0.03, 0.04], [-0.07, -0.04, -0.02], [0.00, -0.01, 0.13], [0.08, -0.04, -0.08], [-0.09, -0.02, 0.06], [-0.08, 0.08, -0.04], [-0.03, -0.04, -0.10]],
  "multiplicity": 1,
  "lumo_energy_ha": -0.0070,
  "gap_ev": 7.590,
  "de_lowest_kcal_mol": 110.5,
  "energy_ha": -1165.01772,
  "smiles": "CCOc1cc(NCCN2CCOCC2)c([N+](=O)[O-])cc1OCC"
}


(2)
{
  "formula": "C3H2NOS2",
  "method": "ωB97M-V/def2-TZVPD",
  "species": ["C", "C", "C", "N", "O", "S", "S", "H", "H"],
  "positions_angstrom": [[0.654, 0.918, 0.066], [-1.458, -0.386, -0.034], [1.767, 1.356, -0.269], [-0.521, -1.223, 0.232], [-0.611, -2.458, 0.466], [3.121, 2.126, -0.625], [-0.920, 1.321, -0.031], [0.432, -0.835, 0.275], [-2.464, -0.819, -0.080]],
  "atomic_forces_ev_per_a": [[2.76, 0.77, -0.16], [-0.33, 0.08, 0.46], [-0.96, 0.41, 0.43], [-0.18, -0.37, -0.14], [-0.47, -1.63, 0.09], [1.23, 0.14, -0.28], [-2.46, -0.50, -0.41], [0.06, 0.44, -0.01], [0.36, 0.67, 0.01]],
  "charge": -1,
  "multiplicity": 1,
  "lumo_energy_ha": 0.1208,
  "gap_ev": 6.380,
  "de_lowest_kcal_mol": 114.4,
  "energy_ha": -1041.80234
}


(3)
{
  "formula": "C5H7FS",
  "method": "ωB97M-V/def2-TZVPD",
  "species": ["C", "C", "C", "C", "C", "H", "H", "H", "H", "H", "H", "H", "F", "S"],
  "positions_angstrom": [[-0.881, -0.123, 0.014], [0.081, -1.261, -0.047], [0.671, 1.148, -0.018], [-0.368, 0.840, 1.095], [-0.487, 0.883, -1.069], [-0.030, -1.987, 0.767], [-0.057, -1.859, -0.985], [1.178, 2.047, -0.095], [-1.044, 1.641, 1.345], [0.080, 0.403, 2.030], [-0.244, 0.516, -2.000], [-1.213, 1.710, -1.170], [-2.173, -0.582, 0.045], [1.675, -0.384, -0.009]],
  "atomic_forces_ev_per_a": [[-0.93, 0.30, 0.19], [0.31, -1.71, -0.85], [-1.69, -1.10, -0.44], [1.01, -0.62, 0.77], [-0.17, 0.78, 2.51], [0.03, 0.45, 0.09], [0.20, 0.65, 0.61], [1.23, 1.50, 0.16], [-0.28, 0.33, -0.22], [-0.61, 0.33, -0.88], [0.71, -0.89, -2.08], [0.43, -0.27, 0.39], [-0.36, -0.01, 0.12], [0.14, 0.26, -0.36]],
  "multiplicity": 1,
  "lumo_energy_ha": 0.0319,
  "gap_ev": 9.584,
  "de_lowest_kcal_mol": 10.3,
  "energy_ha": -692.73174
}


(4)
{
  "formula": "C24H72O32P8",
  "method": "ωB97M-V/def2-TZVPD",
  "species": ["C", "O", "P", "O", "O", "C", "O", "C", "H", "H", "H", "H", "H", "H", "H", "H", "H", "C", "O", "P", "O", "O", "C", "O", "C", "H", "H", "H", "H", "H", "H", "H", "H", "H", "C", "O", "P", "O", "O", "C", "O", "C", "H", "H", "H", "H", "H", "H", "H", "H", "H", "C", "O", "P", "O", "O", "C", "O", "C", "H", "H", "H", "H", "H", "H", "H", "H", "H", "C", "O", "P", "O", "O", "C", "O", "C", "H", "H", "H", "H", "H", "H", "H", "H", "H", "C", "O", "P", "O", "O", "C", "O", "C", "H", "H", "H", "H", "H", "H", "H", "H", "H", "C", "O", "P", "O", "O", "C", "O", "C", "H", "H", "H", "H", "H", "H", "H", "H", "H", "C", "O", "P", "O", "O", "C", "O", "C", "H", "H", "H", "H", "H", "H", "H", "H", "H"],
  "positions_angstrom": [[-4.708, 2.882, -1.031], [-4.079, 4.010, -1.640], [-4.868, 5.324, -2.073], [-6.008, 4.862, -2.926], [-5.188, 6.069, -0.671], [-6.076, 7.160, -0.699], [-3.820, 6.369, -2.779], [-3.188, 6.062, -3.936], [-4.110, 2.405, -0.255], [-4.955, 2.139, -1.789], [-5.642, 3.230, -0.590], [-5.631, 7.849, 0.019], [-7.034, 6.828, -0.301], [-6.188, 7.510, -1.726], [-3.972, 5.741, -4.622], [-2.382, 5.336, -3.825], [-2.732, 6.944, -4.385], [-1.720, 0.086, -1.063], [-0.755, -0.805, -0.557], [-0.415, -0.964, 1.019], [-1.438, -0.352, 1.957], [1.124, -0.413, 1.155], [1.845, -0.628, 2.390], [-0.263, -2.579, 1.139], [0.763, -3.282, 0.378], [-1.336, 0.710, -1.870], [-2.113, 0.752, -0.295], [-2.608, -0.480, -1.345], [1.528, -1.440, 3.044], [1.827, 0.304, 2.956], [2.882, -0.767, 2.087], [1.525, -2.820, -0.249], [0.090, -3.536, -0.441], [1.105, -4.237, 0.777], [5.035, 4.481, 3.325], [4.837, 3.071, 3.529], [5.939, 1.941, 3.915], [6.318, 1.141, 2.714], [5.178, 0.977, 4.991], [5.363, -0.378, 5.027], [7.138, 2.736, 4.654], [8.272, 2.171, 5.204], [5.997, 4.883, 3.642], [4.388, 5.097, 3.950], [4.919, 4.688, 2.262], [5.386, -0.736, 6.056], [6.296, -0.754, 4.605], [4.507, -0.842, 4.537], [8.399, 2.543, 6.220], [9.204, 2.457, 4.716], [8.354, 1.107, 5.426], [-1.916, 5.015, 0.876], [-0.474, 5.309, 0.715], [0.394, 5.073, -0.654], [-0.300, 5.564, -1.858], [1.842, 5.643, -0.360], [2.367, 6.579, -1.255], [0.602, 3.451, -0.662], [1.014, 2.718, 0.499], [-1.929, 3.926, 0.915], [-2.524, 5.209, -0.007], [-2.359, 5.618, 1.669], [1.732, 7.060, -1.998], [3.282, 6.411, -1.823], [2.714, 7.459, -0.715], [0.653, 3.046, 1.474], [1.956, 2.179, 0.397], [0.434, 1.800, 0.405], [1.379, -0.599, -3.593], [0.613, -1.120, -4.604], [0.767, -0.865, -6.200], [0.507, 0.538, -6.666], [2.173, -1.416, -6.586], [3.276, -0.625, -6.293], [-0.223, -1.998, -6.845], [-1.670, -2.111, -6.627], [0.769, -0.679, -2.693], [1.576, 0.460, -3.762], [2.298, -1.147, -3.386], [3.058, 0.346, -5.849], [3.640, -0.523, -7.316], [3.995, -1.139, -5.655], [-2.058, -2.331, -7.622], [-2.096, -1.118, -6.479], [-1.977, -2.756, -5.804], [-0.040, -9.724, 0.508], [-0.721, -8.718, 1.240], [0.008, -7.774, 2.442], [1.388, -7.268, 2.024], [-0.112, -8.598, 3.862], [0.581, -9.795, 3.999], [-1.122, -6.635, 2.575], [-1.584, -6.009, 1.387], [1.033, -9.666, 0.690], [-0.281, -9.832, -0.550], [-0.452, -10.682, 0.826], [-0.102, -10.518, 4.445], [1.490, -9.758, 4.599], [0.927, -10.135, 3.022], [-1.411, -4.944, 1.536], [-2.558, -6.431, 1.141], [-1.089, -6.093, 0.420], [-6.175, 2.564, -5.418], [-4.770, 2.936, -5.663], [-3.622, 2.036, -4.932], [-4.030, 1.250, -3.725], [-3.081, 1.038, -6.116], [-2.685, 1.612, -7.399], [-2.404, 3.055, -4.722], [-1.332, 2.651, -3.839], [-6.862, 3.408, -5.484], [-6.290, 2.071, -4.453], [-6.595, 1.868, -6.145], [-1.852, 1.110, -7.891], [-2.648, 2.696, -7.507], [-3.575, 1.510, -8.019], [-1.287, 1.565, -3.752], [-1.097, 3.116, -2.882], [-0.433, 2.726, -4.451], [2.653, -3.095, 7.825], [1.297, -2.843, 7.358], [0.835, -3.281, 5.852], [1.978, -3.342, 4.931], [0.066, -4.663, 6.151], [0.736, -5.917, 6.260], [-0.469, -2.335, 5.485], [-1.424, -2.639, 4.511], [2.594, -3.305, 8.893], [3.513, -2.467, 7.592], [2.935, -4.025, 7.333], [0.253, -6.599, 5.560], [0.629, -6.180, 7.312], [1.797, -5.893, 6.011], [-2.383, -2.706, 5.026], [-1.269, -3.496, 3.855], [-1.465, -1.670, 4.013]],
  "atomic_forces_ev_per_a": [[-1.64, -0.57, 0.64], [-0.05, 1.10, -1.16], [3.66, 2.64, 2.81], [-0.55, -0.26, -0.68], [1.26, -3.11, -2.75], [-0.91, 0.81, 0.65], [-3.28, -1.26, 4.53], [1.21, -0.50, -3.46], [0.52, 0.45, -0.24], [0.42, 0.02, -0.31], [0.01, -0.14, 0.23], [-0.28, 0.50, -0.54], [-0.06, 0.09, -0.16], [-0.05, 0.62, 0.31], [0.40, -0.51, -0.55], [-0.29, -0.22, 0.20], [-0.18, 0.24, 0.41], [-1.26, 0.56, 0.41], [1.19, -0.14, 1.19], [-0.37, 0.02, 1.19], [2.14, -1.27, -2.06], [-2.13, -0.87, -0.39], [0.80, 0.77, 0.15], [1.12, 1.95, 1.04], [-2.08, -1.09, -2.56], [0.14, -0.45, 0.00], [0.36, 0.16, 0.32], [0.23, -0.11, -0.57], [-0.33, -0.19, -0.42], [-0.21, -0.01, 0.08], [-0.07, -0.26, 0.06], [0.37, 1.17, 1.27], [0.28, -0.98, -0.50], [-0.08, 0.55, 0.90], [0.62, 0.44, 0.17], [1.10, -0.52, 1.42], [-0.31, -1.17, -1.76], [0.03, 0.95, 1.51], [0.76, 4.02, -0.42], [-0.01, -2.52, 0.10], [-2.45, -0.10, -1.05], [2.20, -0.38, 2.02], [0.49, -0.73, -0.16], [-0.75, -0.55, -0.22], [-0.21, 0.00, 0.15], [-0.23, 0.31, 0.22], [-0.05, 0.33, -0.47], [0.17, -0.32, -0.10], [-0.26, 0.53, 0.09], [-0.35, 0.07, -0.61], [-0.85, -0.40, -0.92], [1.28, -0.60, -1.49], [0.15, 0.65, -0.63], [-1.65, -1.73, 0.89], [0.39, -0.40, 0.33], [-0.84, -0.63, -0.11], [1.45, 3.48, -0.86], [0.05, 2.11, 0.00], [-1.47, -2.56, -0.41], [-0.47, 0.01, 1.05], [0.50, 0.58, -0.42], [0.60, -0.49, 0.32], [-0.89, -0.84, 0.19], [-0.03, -1.72, 0.24], [-0.25, -0.04, 0.76], [0.80, 0.88, -0.15], [0.79, 1.38, 0.24], [-0.58, -0.08, -0.02], [0.31, 0.99, 1.56], [-1.19, -0.93, -2.63], [-2.70, 0.39, -0.37], [0.26, -1.73, 1.07], [-1.75, -1.53, 0.53], [1.65, 0.70, -1.04], [0.98, 0.78, 1.34], [0.52, 1.71, -0.90], [0.09, 0.08, 0.16], [0.28, 0.11, 0.04], [0.15, -0.05, -0.37], [-0.25, 0.01, -0.17], [1.08, 0.76, 0.44], [-0.14, -0.22, -0.11], [-0.03, -0.90, 0.30], [0.18, 0.12, 0.55], [0.45, -0.23, -0.32], [0.09, -1.24, 0.53], [0.55, 1.61, 1.63], [1.31, -0.01, -2.11], [-3.14, -1.56, 1.25], [-0.69, 2.88, -1.75], [0.79, -1.58, -0.39], [1.51, -1.86, 0.36], [-0.19, 0.83, -0.99], [-0.02, -0.10, -0.32], [0.05, 1.36, -0.21], [0.38, -0.22, 0.66], [0.09, -0.06, -0.14], [-0.15, 0.60, 0.27], [-0.15, -0.40, 0.00], [-1.22, 0.15, 0.35], [-0.38, 0.81, 0.51], [1.15, -1.13, 0.33], [-0.21, -0.40, 0.07], [-0.05, -0.63, 1.07], [0.36, -1.63, -0.91], [0.20, 1.24, -1.30], [0.04, 1.61, 1.06], [-1.88, 0.11, -1.06], [-1.22, 0.33, 0.84], [1.94, -1.66, -1.49], [0.73, 0.49, 0.16], [0.22, 0.22, 0.08], [0.75, -0.17, -0.35], [0.11, -0.01, 0.79], [0.93, 0.18, 1.15], [-0.04, -0.78, -0.33], [-0.77, -0.12, 0.43], [-1.14, 0.62, -0.12], [0.12, 0.75, -0.06], [-0.26, -2.03, -0.58], [-0.13, 1.15, -0.99], [-1.35, -0.01, 1.20], [-0.49, 0.16, -0.13], [0.28, 1.15, -0.95], [0.05, -0.04, 0.20], [3.98, -1.48, 2.33], [-1.32, 1.31, -0.32], [-0.14, 0.36, -0.10], [-0.85, 1.06, -0.20], [0.25, -0.27, 0.25], [-0.05, -0.16, 0.38], [-0.01, -0.56, -0.18], [0.02, 0.35, -0.11], [-0.07, -0.53, -0.02], [0.39, 0.11, 0.16], [-0.30, -0.52, -1.01]],
  "charge": 1,
  "multiplicity": 2,
  "lumo_energy_ha": [-0.0826, -0.3428],
  "gap_ev": [9.337, 2.259],
  "de_lowest_kcal_mol": 53.5,
  "energy_ha": -6096.30050
}


(5)
{
  "formula": "C7H6O2",
  "method": "ωB97M-V/def2-TZVPD",
  "species": ["C", "C", "C", "C", "C", "C", "C", "O", "O", "H", "H", "H", "H", "H", "H"],
  "positions_angstrom": [[0.916, -0.731, 1.549], [-0.172, -1.600, 1.271], [1.202, 0.280, 0.654], [-1.107, -1.446, 0.235], [0.345, 0.432, -0.417], [-0.796, -0.322, -0.521], [-0.146, 1.190, -1.656], [-1.384, 0.451, -1.546], [-0.116, 2.535, -1.666], [1.499, -0.607, 2.573], [-0.416, -2.528, 1.815], [2.151, 0.878, 0.866], [-1.895, -2.213, 0.145], [0.550, 0.856, -2.385], [-0.630, 2.825, -0.917]],
  "atomic_forces_ev_per_a": [[-0.05, -0.14, 2.06], [-0.16, -0.88, 0.73], [1.90, 1.16, -0.14], [0.74, 0.35, -0.11], [-0.30, 0.09, 0.96], [-0.86, 0.13, -0.51], [2.40, -0.91, 1.96], [-0.40, -0.55, -0.49], [-0.90, 0.66, -0.55], [-1.30, -1.25, -2.28], [0.71, 0.80, 0.48], [-1.62, -0.51, -0.60], [0.36, 0.94, -0.29], [-0.25, -0.37, -1.74], [-0.26, 0.51, 0.51]],
  "multiplicity": 1,
  "lumo_energy_ha": 0.0305,
  "gap_ev": 9.614,
  "de_lowest_kcal_mol": 35.1,
  "energy_ha": -420.73272
}


(6)
{
  "formula": "C6H10O",
  "method": "ωB97M-V/def2-TZVPD",
  "species": ["C", "C", "C", "C", "C", "C", "O", "H", "H", "H", "H", "H", "H", "H", "H", "H", "H"],
  "positions_angstrom": [[1.740, 0.308, -0.740], [0.478, 0.067, 0.059], [0.278, -1.400, 0.505], [-1.599, -0.884, -0.657], [-0.901, 0.447, -0.532], [-1.007, 1.343, 0.714], [0.321, 0.993, 1.145], [2.625, 0.102, -0.125], [1.768, -0.354, -1.613], [1.791, 1.345, -1.084], [1.109, -2.085, 0.296], [-0.005, -1.466, 1.559], [-2.283, -1.037, 0.201], [-0.538, -1.826, -0.210], [-0.902, 0.985, -1.485], [-1.775, 1.042, 1.442], [-1.100, 2.420, 0.525]],
  "atomic_forces_ev_per_a": [[-0.04, 0.01, -0.01], [0.12, -0.24, -0.29], [0.11, 0.06, 0.15], [-0.07, 0.26, 0.06], [-0.10, 0.04, -0.17], [-0.37, 0.14, 0.02], [0.15, -0.03, 0.14], [-0.16, 0.01, -0.04], [-0.03, 0.08, 0.14], [-0.04, -0.14, 0.08], [-0.10, 0.18, 0.02], [0.00, 0.01, -0.25], [0.13, 0.02, -0.06], [0.11, -0.18, 0.18], [0.05, -0.04, 0.14], [0.15, 0.00, -0.11], [0.07, -0.17, 0.02]],
  "multiplicity": 1,
  "lumo_energy_ha": 0.0046,
  "gap_ev": 8.564,
  "de_lowest_kcal_mol": 111.6,
  "energy_ha": -309.66454
}